14
Properties=species:S:1:pos:R:3 method="wB97M-V/def2-TZVPD" e_lumo_ev="-11.30 / -11.30" total_energy_ha=-265.758600 molar_mass_g_mol=84.122 max_force_ev_per_a=3.1 multiplicity=1 total_charge=+2
C -1.8239 1.1696 0.1607
C 0.0286 0.7738 -0.2701
C 2.6477 0.1599 0.1411
C -1.4761 -1.4046 -0.0244
N -0.5850 1.9098 -0.1319
N -1.2664 0.0254 -0.0032
H -2.6132 1.6815 0.5648
H 3.0804 -0.1479 -0.8743
H 2.1886 -0.5256 0.8128
H 2.5887 1.1687 0.7105
H -0.9920 -1.8875 -0.8494
H -2.5402 -1.7632 -0.2241
H -1.2114 -1.8677 0.9308
H -0.2212 2.8935 -0.3540

=====

14
Properties=species:S:1:pos:R:3 method="wB97M-V/def2-TZVPD" e_lumo_ev=-11.66 total_energy_ha=-265.934930 molar_mass_g_mol=84.122 smiles="C=[N+]1CCC1=[NH2+]" max_force_ev_per_a=5.3 multiplicity=1 total_charge=+2
C 1.4369 -1.3488 -0.0928
N 0.5717 -0.4134 0.0530
C 0.9025 0.9690 0.1959
C -0.5570 1.3517 -0.1666
C -0.8643 -0.0721 0.0419
N -1.8361 -0.9387 -0.0120
H 2.5688 -1.0813 0.0633
H 1.2389 -2.4905 -0.0874
H 1.8243 1.5155 -0.3041
H 1.1286 1.3023 1.2114
H -0.6162 1.6487 -1.2038
H -1.2403 2.0704 0.3895
H -2.7518 -0.6068 -0.2702
H -1.8060 -1.9059 0.1819

=====

14
Properties=species:S:1:pos:R:3 method="wB97M-V/def2-TZVPD" e_lumo_ev="-10.18 / -12.36" total_energy_ha=-265.788386 molar_mass_g_mol=84.122 max_force_ev_per_a=4.3 multiplicity=1 total_charge=+2
C -1.3457 1.3536 1.2474
C -0.6026 0.4365 0.4537
C -2.3876 2.2882 1.5532
C 1.5137 -1.1645 -0.5623
N -0.5558 0.3870 1.7741
N 0.9872 -2.2323 -1.2795
H -3.2191 1.7760 1.0427
H -2.2904 3.2497 1.1001
H -2.6752 2.4129 2.6142
H 1.7523 -1.3349 0.5159
H 1.8326 -0.2929 -1.1157
H -0.0959 -2.1755 -1.5990
H 1.0199 -3.1808 -0.7390
H 1.6062 -2.2974 -2.1607

=====

15
Properties=species:S:1:pos:R:3 method="wB97M-V/def2-TZVPD" e_lumo_ev="0.61 / 0.61" total_energy_ha=-341.850171 molar_mass_g_mol=100.121 max_force_ev_per_a=3.7 multiplicity=1 total_charge=0
C 1.4848 -0.0457 0.8009
C -0.6021 -0.9848 -0.6228
C -0.5667 1.6148 -0.5357
C -0.6560 0.2620 0.0859
N 2.2965 -0.0427 -0.1121
N -1.0870 -2.0111 -0.0348
O -1.3312 0.2297 1.2643
H 1.4659 -0.1582 1.8754
H -0.1219 -0.9750 -1.6016
H -1.5570 1.9221 -0.8795
H -0.2439 2.3359 0.2115
H 0.1244 1.6146 -1.3712
H 3.3026 -0.1590 0.0179
H -0.9966 -2.8887 -0.5330
H -1.5120 -0.7139 1.4349

=====

15
Properties=species:S:1:pos:R:3 method="wB97M-V/def2-TZVPD" e_lumo_ev=0.78 total_energy_ha=-341.938800 molar_mass_g_mol=100.121 smiles=CN[C@H](C#N)CO max_force_ev_per_a=1.1 multiplicity=1 total_charge=0
C -0.7365 -1.8932 -0.6052
N -0.8711 -0.5521 -0.0527
C 0.1702 0.3693 -0.4487
C 1.5408 -0.1324 -0.1320
N 2.5715 -0.5445 0.1952
C -0.0473 1.7169 0.2600
O -0.1745 1.5414 1.6577
H 0.2520 -2.3492 -0.4301
H -1.5030 -2.5372 -0.1672
H -0.9137 -1.8686 -1.6855
H -0.8731 -0.5763 0.9634
H 0.1210 0.5309 -1.5343
H -0.9842 2.1477 -0.1142
H 0.7814 2.3961 0.0166
H 0.6664 1.7512 2.0767

=====

15
Properties=species:S:1:pos:R:3 method="wB97M-V/def2-TZVPD" e_lumo_ev=0.62 total_energy_ha=-341.907516 molar_mass_g_mol=100.121 max_force_ev_per_a=2.2 multiplicity=1 total_charge=0
C 1.8897 0.3406 0.4095
N 0.4919 -0.0068 0.4326
C -0.3932 0.2827 -0.4602
N -0.3247 1.2404 -1.4162
C -0.7543 -1.1928 1.1967
C -1.5694 -0.5643 -0.1858
O -0.4472 -2.3613 1.3062
H -1.0222 1.2551 -2.1393
H 0.5266 1.7592 -1.5509
H -1.0524 -0.5762 2.0619
H 2.3349 0.1805 -0.5764
H 2.3934 -0.3054 1.1318
H 2.0398 1.3929 0.6812
H -1.6128 -1.4307 -0.8415
H -2.5003 -0.0141 -0.0495

=====

15
Properties=species:S:1:pos:R:3 method="wB97M-V/def2-TZVPD" e_lumo_ev=0.86 total_energy_ha=-341.697463 molar_mass_g_mol=100.121 max_force_ev_per_a=0.6 multiplicity=1 total_charge=0
C -1.9832 -0.0938 0.0983
C -0.3772 -0.1817 -1.0649
N -0.6360 1.0478 -0.1709
C 0.6151 0.7255 0.5693
C 0.8453 -0.4548 -0.3538
N 1.7601 -1.3490 -0.3996
O 2.6617 -1.1044 0.6679
H -2.6834 0.6975 0.4132
H -1.6386 -0.6586 0.9607
H -2.5174 -0.7587 -0.5873
H -0.5296 -0.0980 -2.1357
H -0.6775 1.9722 -0.6049
H 0.4689 0.5213 1.6344
H 1.3607 1.5180 0.4490
H 3.3310 -1.7832 0.5242

=====

15
Properties=species:S:1:pos:R:3 method="wB97M-V/def2-TZVPD" e_lumo_ev="-0.36 / -0.36" total_energy_ha=-341.854988 molar_mass_g_mol=100.121 max_force_ev_per_a=3.9 multiplicity=1 total_charge=0
C 1.4945 0.8106 -0.1821
C -1.0279 -0.8990 0.3600
C -2.1766 0.0906 0.4452
C 2.6774 -0.0423 -0.1002
N 0.8602 0.9197 -1.3306
N -0.0272 0.6322 -1.9818
O 3.4791 0.0180 0.7986
H 0.0434 -0.3414 0.4837
H 1.5259 1.7198 0.4039
H 2.7058 -0.8482 -0.8567
H -1.0399 -1.4406 -0.5841
H -1.1017 -1.6573 1.1387
H -2.1855 0.5946 1.4121
H -2.0890 0.8591 -0.3250
H -3.1384 -0.4158 0.3184

=====

15
Properties=species:S:1:pos:R:3 method="wB97M-V/def2-TZVPD" e_lumo_ev=0.85 total_energy_ha=-341.956306 molar_mass_g_mol=100.121 smiles="C=NCCC(N)=O" max_force_ev_per_a=2.2 multiplicity=1 total_charge=0
C -2.6613 -1.1715 -0.1389
N -1.9509 -0.1411 0.1542
C -0.5234 -0.3191 -0.1401
C 0.1788 1.0208 0.0298
C 1.6466 0.9103 -0.2991
N 2.3828 0.1262 0.5397
O 2.1726 1.4759 -1.2502
H -3.7495 -1.1529 0.0314
H -2.2433 -2.1029 -0.5585
H -0.3746 -0.6872 -1.1633
H -0.0988 -1.0591 0.5494
H 0.0714 1.3939 1.0550
H -0.2687 1.7727 -0.6312
H 2.0363 -0.1699 1.4416
H 3.3821 0.1040 0.3804

=====

15
Properties=species:S:1:pos:R:3 method="wB97M-V/def2-TZVPD" e_lumo_ev="-0.26 / -1.01" total_energy_ha=-341.709711 molar_mass_g_mol=100.121 max_force_ev_per_a=1.3 multiplicity=1 total_charge=0
C -2.3576 -0.7839 -0.1546
N -0.9596 -0.4282 -0.3705
C -0.4070 0.6270 0.1586
N 1.0521 1.5008 1.8699
C 1.0162 0.8664 -0.2192
O 1.3124 2.0400 -0.4375
C 2.0240 -0.2530 -0.3844
H -2.8722 -0.8883 -1.1148
H -2.8120 0.0240 0.4190
H -2.4365 -1.7248 0.3993
H -0.4522 -1.0671 -0.9882
H 0.0590 1.6628 2.1143
H 1.7714 -0.8885 -1.2444
H 3.0062 0.1897 -0.5602
H 2.0558 -0.8768 0.5126

=====

15
Properties=species:S:1:pos:R:3 method="wB97M-V/def2-TZVPD" e_lumo_ev=0.82 total_energy_ha=-341.930028 molar_mass_g_mol=100.121 smiles=CN[C@H](C#N)CO max_force_ev_per_a=1.1 multiplicity=1 total_charge=0
C 1.7867 0.7614 -0.3811
N 0.7443 0.2104 0.4964
C -0.3730 -0.4959 -0.1501
C -0.6841 0.1294 -1.4525
N -0.6745 0.6960 -2.4612
C -1.5410 -0.4937 0.8459
O -1.1444 -1.1559 2.0184
H 2.1870 1.6691 0.0777
H 2.6074 0.0554 -0.5344
H 1.3934 1.0509 -1.3631
H 0.3415 0.9861 1.0146
H -0.1046 -1.5445 -0.3401
H -2.4183 -1.0113 0.4471
H -1.8326 0.5546 1.0399
H -0.2049 -0.9519 2.1436

=====

15
Properties=species:S:1:pos:R:3 method="wB97M-V/def2-TZVPD" e_lumo_ev=1.00 total_energy_ha=-341.792793 molar_mass_g_mol=100.121 smiles="[H]/N=C/CC(=C)NO" max_force_ev_per_a=6.6 multiplicity=1 total_charge=0
H 1.6326 2.8667 -1.5264
N 0.9604 2.1746 -1.1726
C 1.5157 1.1066 -0.7656
C 0.7494 -0.3942 -0.1164
C -0.6396 -0.1271 0.0758
C -1.5435 0.8008 -0.1583
N -1.0522 -1.6902 0.6702
O -0.5450 -1.9804 1.9506
H 2.6101 0.9690 -0.8448
H 1.3072 -0.5260 0.8113
H 0.9779 -1.1297 -0.8875
H -1.2722 1.6976 -0.7109
H -2.5822 0.6805 0.1260
H -2.0720 -1.6463 0.7390
H -0.0466 -2.8017 1.8098